Entry 1:
A structure of composition C10H9BF3N5O5S in a non-equilibrium geometry. Source: the OMol25 dataset; level of theory: ωB97M-V/def2-TZVPD.

Computed properties:
lowest unoccupied orbital energy	-0.771	eV
gap between HOMO and LUMO	8.81	eV
HOMO	-9.584	eV
energy	-47867.5716	eV

Cartesian coordinates (Å):
O: 0.06803 0.47180 1.86560
O: 2.32204 1.97962 0.09596
O: -0.07301 2.84518 -0.94361
F: 3.32337 -2.74790 0.21079
F: 2.12617 -4.26264 -0.80508
F: 1.37752 -3.37988 1.04170
N: -1.99064 -2.61667 -5.11042
N: -2.63019 -1.54594 -5.28927
N: -1.01289 -2.90275 -4.31636
O: -0.46144 3.19812 5.50172
O: 0.46737 1.17595 4.52572
B: -0.41768 2.25005 4.50213
C: -0.04647 1.53207 1.38518
C: -0.92762 -1.68943 -3.77071
C: 0.58301 -2.30530 -1.96437
C: -0.08815 0.00428 -2.11741
C: 1.42211 -0.73213 -0.39343
C: -0.14106 -1.29898 -2.62353
C: 1.35793 -2.04699 -0.85077
C: 0.72870 0.27320 -1.00820
N: -1.92316 -0.86476 -4.38459
N: -0.81352 2.52999 1.94630
C: 2.06122 -3.13451 -0.09515
C: -1.42350 2.37172 3.25623
S: 0.81535 1.87528 -0.22482
H: 0.26043 3.15179 6.15729
H: 0.43719 0.72843 3.66174
H: 0.52640 -3.31787 -2.28458
H: -0.70390 0.78218 -2.58707
H: 2.02544 -0.47546 0.44479
H: -2.26833 0.03009 -3.98758
H: -0.84971 3.43826 1.43821
H: -2.09046 3.22726 3.50609
H: -2.04053 1.45595 3.21749

Mulliken atomic charge list, values in e, 8 entries: O -0.699; O -0.624; O -0.684; F -0.258; F -0.269; F -0.240; N -0.330; N -0.589

Entry 2:
The molecule C4H10Si in a non-equilibrium geometry. Source: the OMol25 dataset; level of theory: ωB97M-V/def2-TZVPD.

Computed properties:
lowest unoccupied orbital energy (spin up / spin down)	0.997 / -2.253	eV
relative energy (zero: lowest compared OMol25 entry of this formula, charge and spin)	126.7	kJ/mol
gap between HOMO and LUMO (spin up / spin down)	6.10 / 7.83	eV
spin multiplicity	3
HOMO (spin up / spin down)	-5.107 / -10.084	eV
⟨S²⟩	2.01
energy	-12180.7921	eV

Cartesian coordinates (Å):
C: -1.53442 0.90851 -0.50238
C: -0.64806 -0.02979 -0.40638
C: 1.38951 0.92672 0.76592
C: 0.93436 0.38564 -0.54747
Si: -0.93474 -1.83813 -0.01178
H: -2.57429 0.63721 -0.24778
H: -1.28727 1.90897 -0.89327
H: 1.01600 1.83723 1.19228
H: 2.55920 1.03458 0.79358
H: 1.40351 0.29417 1.56265
H: 0.87253 1.13734 -1.28445
H: 1.55265 -0.55493 -0.81445
H: -0.64214 -1.66488 1.52716
H: 0.08991 -2.47309 -0.70364
H: -2.19675 -2.50957 -0.42999

Mulliken atomic charge list, values in e, 8 entries: C -1.080; C 0.355; C -1.160; C -0.420; Si 0.368; H 0.305; H 0.327; H 0.351

Entry 3:
The molecule C8H13NOS2 in a non-equilibrium geometry. Source: the OMol25 dataset; level of theory: ωB97M-V/def2-TZVPD.

Computed properties:
lowest unoccupied orbital energy (spin up / spin down)	-1.670 / -1.670	eV
relative energy (zero: lowest compared OMol25 entry of this formula, charge and spin)	300.9	kJ/mol
gap between HOMO and LUMO (spin up / spin down)	6.27 / 6.26	eV
HOMO (spin up / spin down)	-7.936 / -7.935	eV
energy	-33711.6474	eV

Cartesian coordinates (Å):
C: -3.46035 0.54019 0.07840
C: -4.07204 -0.89169 -0.09515
C: -1.12459 0.00225 -0.31504
C: -1.35933 -0.60618 -1.65459
C: 0.91149 1.41016 0.02770
C: 1.31269 -1.00475 -0.25926
C: 0.21176 -0.01716 1.85553
C: 0.29774 0.06738 0.29705
N: -2.10095 0.72879 0.21614
O: -5.18918 -1.09768 -0.50175
S: -4.42118 1.87161 0.14269
S: -2.87832 -2.01768 0.48908
H: -2.20695 -0.20024 -2.07898
H: -1.38359 -1.61561 -1.60346
H: -0.37526 -0.48430 -2.22501
H: 1.81372 1.40464 0.56075
H: 0.28413 2.24781 0.51551
H: 0.90788 1.64015 -1.06629
H: 2.39048 -0.64102 -0.04552
H: 1.14424 -2.12461 0.10082
H: 1.22866 -1.12079 -1.28765
H: -0.67467 -0.65070 2.28524
H: 0.08665 1.00613 2.36123
H: 1.12025 -0.49292 2.27398
H: -1.73487 1.40884 1.04270

Mulliken atomic charge list, values in e, 8 entries: C -0.195; C 0.458; C 0.498; C -1.724; C -1.541; C -1.492; C -1.523; C 1.359